Record 1
ORCA calculation (ωB97M-V with the def2-TZVPD basis set) on a structure of composition C29H27FeN4O4S2 in a non-equilibrium geometry.

Properties
- multiplicity = 2
- total energy (hartree) = -3701.54276
- frontier orbital gap (alpha / beta) (eV) = 6.46 / 6.58
- LUMO energy (alpha / beta) (eV) = 4.444 / 4.452
- charge = -2

```
67
Properties=species:S:1:pos:R:3:lowdin_spin:R:1
Fe 0.28204 0.13894 0.20102 1.049
C -0.23915 2.88760 -2.64925 0.000
N 0.12312 1.49534 -2.85685 0.000
C 1.20807 1.37520 -3.80450 0.000
C -1.00166 0.66644 -3.06165 0.000
C -1.34798 0.20103 -4.32114 0.000
C -2.45197 -0.62331 -4.51480 -0.001
C -3.20947 -0.97884 -3.41747 0.000
C -2.88012 -0.50503 -2.15171 0.000
C -1.78593 0.33281 -1.92568 0.001
N -1.41062 0.79804 -0.65475 -0.007
C -2.34734 1.15803 0.27982 -0.002
C -3.73929 1.30342 0.11417 0.004
C -4.56827 1.64983 1.17259 0.000
C -4.06459 1.88886 2.43719 0.005
C -2.68305 1.84088 2.60950 0.000
C -1.85014 1.50960 1.56259 0.003
N -0.39809 1.58971 1.67379 -0.009
C -0.02025 2.96189 1.26325 -0.001
C 0.11006 1.35013 3.02806 0.000
H -0.53238 3.36225 -3.60304 0.000
H 0.61443 3.41682 -2.22401 0.000
H -1.07737 2.94694 -1.95743 0.000
H 0.99895 1.88926 -4.76119 0.000
H 1.41030 0.32302 -4.00111 0.000
H 2.09512 1.82936 -3.35848 0.000
H -0.72923 0.47655 -5.16592 0.000
H -2.69572 -0.99066 -5.50492 0.000
H -4.05278 -1.65233 -3.52408 0.000
H -3.42870 -0.89683 -1.30813 0.000
H -4.18940 1.15514 -0.85215 0.000
H -5.63615 1.71605 0.99227 0.000
H -4.71571 2.13125 3.26757 0.000
H -2.25969 2.07892 3.57588 0.000
H -0.38526 3.67233 2.01488 0.000
H -0.48140 3.18029 0.30375 0.000
H 1.05938 3.03540 1.15887 0.000
H -0.20938 2.13994 3.71669 0.000
H 1.19686 1.35097 2.99598 0.000
H -0.23648 0.38164 3.38263 0.000
S 0.78437 -1.47268 -1.32013 -0.031
C 0.32455 -2.96447 -0.53709 -0.003
C 0.66791 -4.20000 -1.09079 -0.001
C 0.27868 -5.38635 -0.48860 0.003
C -0.46105 -5.35800 0.68787 0.000
C -0.80792 -4.13795 1.24986 0.002
C -0.42716 -2.94035 0.64821 -0.003
S -0.90641 -1.39849 1.33685 -0.011
H 1.25019 -4.21426 -2.00493 -0.001
H 0.56123 -6.33380 -0.93378 0.000
H -0.76118 -6.28118 1.17029 0.000
H -1.38210 -4.10242 2.16927 -0.001
O 5.79720 -1.50531 4.42525 0.000
C 5.86854 -0.84199 3.36918 0.000
O 6.85004 -0.29453 2.83228 0.000
C 4.52583 -0.67142 2.61884 0.000
C 3.41590 -1.43740 2.95527 0.000
C 2.21329 -1.24831 2.29884 0.000
N 2.05311 -0.32787 1.34688 -0.015
C 3.12553 0.39027 0.99024 -0.001
C 4.36309 0.25194 1.59125 0.000
C 2.84001 1.41815 -0.08049 0.002
O 3.72906 2.11597 -0.55205 0.000
O 1.59443 1.48675 -0.38118 0.018
H 3.50528 -2.16482 3.75071 0.000
H 1.33490 -1.83020 2.55388 0.000
H 5.19192 0.86184 1.26188 0.000
```

=====

Record 2
ORCA calculation (ωB97M-V with the def2-TZVPD basis set) on the molecule C6H12N2O in a non-equilibrium geometry.

Properties
- multiplicity = 1
- total energy (hartree) = -420.49696
- frontier orbital gap (eV) = 9.57
- SMILES = C[C@@]12CNC[C@]1(CO)N2
- energy relative to the best compared isomer or geometry (same formula, charge and spin) (eV) = 2.3657
- LUMO energy (eV) = 0.789
- charge = 0

```
21
Properties=species:S:1:pos:R:3:mulliken_charge:R:1
C -0.96762 1.86178 -0.33882 -1.303
C -0.66696 0.50772 0.17880 0.491
C -1.81476 -0.48066 0.16474 -0.867
C 0.21291 -1.74005 0.09959 -0.916
C 0.59627 -0.23825 0.16407 1.108
C 1.81967 0.26253 -0.51475 -0.499
H -0.17729 2.61862 -0.04351 0.363
H -1.13462 1.76676 -1.42889 0.275
H -2.01287 2.10649 0.15500 0.328
H -2.19270 -0.64633 1.18178 0.266
H -2.63123 -0.24175 -0.58793 0.379
H -1.45944 -1.91243 -1.16448 0.301
H 0.53130 -2.32147 1.00913 0.226
H 0.71083 -2.32213 -0.74845 0.304
H 1.86941 1.38186 -0.39628 0.255
H 1.83204 0.16991 -1.58561 0.385
H 2.82104 -0.24032 1.01235 0.386
H 0.70070 1.22366 1.54540 0.389
N -1.22942 -1.76661 -0.16432 -0.429
N 0.21507 0.33556 1.43687 -0.907
O 2.97767 -0.32489 0.02531 -0.538
```